This record from the Open Molecules 2025 dataset describes an isolated molecule of C4H8N2S. The level of theory is ωB97M-V/def2-TZVPD.

HOMO-LUMO gap in eV: 9.7
E in Ha: -664.82657
Relative energy (zero: lowest compared OMol25 entry of this formula, charge and spin) in kcal per mole: 66.6

Each line ends with the Mulliken charge.
Atoms and positions in Å:
S  1.613838  -1.547335  -0.394854  -0.261
N  -1.758431  -0.571923  -0.740013  -0.593
N  -0.857902  0.432271  -0.937906  0.062
C  1.250628  -0.029413  0.479677  0.167
C  1.435237  1.262863  -0.281398  -1.013
C  0.046787  0.827758  0.080328  -0.248
C  -2.040934  -0.937039  0.446809  -0.353
H  1.537464  -0.012711  1.553688  0.331
H  -2.787430  -1.704789  0.569495  0.283
H  1.708419  1.145092  -1.309396  0.286
H  -1.577559  -0.507870  1.355512  0.271
H  0.461690  -2.188826  -0.106531  0.118
H  -0.423551  1.381812  0.916954  0.392
H  1.875384  2.069912  0.238579  0.250
H  -0.483637  0.380202  -1.870940  0.307

Force components x, y, z for each atom (eV/Å):
-0.2383 0.0581 0.1025
0.0178 -0.0045 0.2076
-0.0409 -0.1354 -0.1870
-0.0407 0.0211 0.7992
-0.7039 -0.9799 -0.0341
0.2289 0.4324 0.8593
0.3895 0.4250 0.3970
-0.2866 -0.0503 -0.9216
-0.1060 -0.0872 -0.0546
0.1893 0.0648 -0.4350
-0.2228 -0.2400 -0.4951
0.2213 0.1058 -0.0482
0.2936 -0.4231 -0.5650
0.2975 0.7839 0.3385
0.0013 0.0293 0.0364



This record from the Open Molecules 2025 dataset describes a cluster of 40 separate species, H80O40 in total. The level of theory is ωB97M-V/def2-TZVPD.

HOMO-LUMO gap in eV: 9.5
E in Ha: -3057.08008
Relative energy (zero: lowest compared OMol25 entry of this formula, charge and spin) in kcal per mole: 425.0

Each line ends with the Mulliken charge.
Atoms and positions in Å:
O  -0.724931  -4.239350  -1.415467  -0.442
O  -1.629925  3.070775  3.756153  -0.575
O  0.266513  -2.532625  -3.817220  -0.531
O  -0.141027  -3.733273  4.320539  -0.645
O  2.873605  -5.485814  -1.268474  -0.554
O  0.452366  4.090964  4.685807  -0.670
O  4.750298  -2.395932  2.564666  -0.638
O  -4.542531  -0.147915  3.027185  -0.673
O  -0.232724  1.040838  0.164989  0.826
O  -1.872762  2.960141  0.452321  -0.444
O  -1.274100  1.153631  -4.575966  -0.664
O  -4.431394  4.193237  -1.901023  -0.635
O  -1.055550  2.970383  -1.853585  -0.100
O  -1.421388  -0.952508  3.873882  -0.471
O  4.395549  1.534331  2.489517  -0.375
O  0.404825  0.064336  -2.802403  -0.834
O  5.412648  -0.154319  -2.256791  -0.531
O  -2.135600  0.494052  1.851347  0.184
O  2.300352  -3.709410  1.729466  -0.633
O  -4.790157  0.679495  -3.183799  -0.661
O  1.620685  3.906280  -2.226230  -0.583
O  0.056992  1.405267  5.868688  -0.489
O  2.143928  0.132743  -0.865874  -0.277
O  -0.867869  -2.505521  0.985816  -0.063
O  3.357261  4.462399  3.120919  -0.581
O  1.938144  -1.225892  2.247544  -0.149
O  -2.928707  -5.354157  -3.160473  -0.636
O  -2.772911  -2.806156  -2.771426  -0.529
O  3.361655  3.206805  -0.063408  -0.447
O  3.514443  -2.413266  -4.359460  -0.555
O  0.480294  -0.651711  -5.620516  -0.619
O  -3.656287  -3.207522  0.169627  -0.361
O  4.974028  -3.760537  -1.526785  -0.460
O  -1.427872  5.176544  1.684723  -0.643
O  2.070603  1.036644  3.554677  -0.424
O  0.457767  -5.973088  0.032323  -0.559
O  -0.603038  6.079438  -1.473501  -0.572
O  -5.608863  -2.645957  1.834519  -0.665
O  -0.147126  4.253830  -3.994486  -0.699
O  -2.892504  0.108996  -0.774325  -0.247
H  -0.243020  3.568456  -1.546017  0.412
H  2.277524  1.198285  4.373606  0.152
H  3.306451  -2.956772  -3.697772  0.239
H  -0.727588  -1.529738  3.278982  0.073
H  -2.722556  2.387966  0.523486  0.266
H  1.614718  3.043890  -1.871573  0.188
H  3.514347  -3.087410  -5.044018  0.290
H  -0.433041  -0.583041  -2.758824  0.350
H  -3.822931  -0.588964  3.569790  0.315
H  2.100399  -1.745448  2.982876  0.274
H  2.757853  4.976722  3.668565  0.290
H  0.195407  -4.555526  3.962948  0.314
H  -3.372674  -3.505131  -2.729368  0.199
H  -0.242789  3.292600  -3.640513  0.300
H  -0.636719  5.647438  1.746149  0.274
H  2.011275  1.105596  -1.002294  0.007
H  -0.494355  4.568403  4.608006  0.329
H  2.524906  4.216290  -2.012012  0.260
H  0.829788  4.508276  -3.830985  0.327
H  -4.804126  1.698335  -3.104140  0.334
H  -1.937866  0.666026  -4.240512  0.268
H  -1.714392  2.311125  4.083633  0.124
H  2.345748  1.725417  3.014413  0.114
H  3.736436  2.647036  0.580755  0.112
H  -1.466661  4.629920  0.829460  0.331
H  -2.302053  -3.057888  -2.035261  0.300
H  -1.546508  -2.739055  1.684662  0.234
H  -0.809378  5.579163  -2.305985  0.257
H  -4.083157  3.662871  -1.248183  0.284
H  -5.934375  -2.986009  0.969062  0.283
H  -0.914560  -1.536197  0.820257  -0.194
H  -0.305022  -2.093935  -4.374912  0.284
H  -1.703019  2.064344  -4.715290  0.312
H  -0.096690  -3.196952  3.562664  0.246
H  -0.196199  0.073273  0.254995  -0.353
H  -3.576084  -3.790078  0.864123  0.225
H  -3.393757  -4.509236  -3.417597  0.340
H  -0.772235  -3.630378  -0.726638  0.125
H  0.041640  6.589888  -2.113721  0.355
H  5.706856  -3.245382  -2.126305  0.281
H  3.885547  4.064007  -0.091019  0.246
H  0.238999  1.341867  6.765083  0.233
H  4.082912  -1.720972  2.245250  0.277
H  -0.231046  -0.311222  -5.052291  0.322
H  1.038046  0.093870  -5.893032  0.290
H  -5.319435  -0.041759  3.623854  0.266
H  2.237325  -0.309833  2.311509  0.111
H  -2.822961  0.397714  2.579467  0.084
H  3.575145  -5.617880  -0.698697  0.306
H  0.107073  0.892600  -2.428210  0.168
H  -1.691063  1.396101  1.931192  -0.195
H  5.714981  0.649536  -2.158700  0.230
H  -0.794245  1.733331  5.591661  0.278
H  4.539683  0.088464  -2.122953  0.292
H  -1.076664  2.460355  0.523850  0.155
H  -4.230537  0.317488  -2.401070  0.311
H  1.684032  -0.364345  -1.544573  0.373
H  2.363352  -4.899497  -0.740233  0.207
H  3.290285  3.621860  3.536890  0.318
H  1.984410  -4.150961  1.034494  0.181
H  5.107892  1.028659  2.706889  0.244
H  2.195849  -2.828211  1.373059  0.401
H  4.617933  -3.120669  1.810180  0.347
H  -5.221336  -1.696662  1.796329  0.394
H  0.005382  -3.850695  -1.958584  0.369
H  -2.800893  0.823113  -1.244762  0.145
H  0.922938  -1.811420  -3.875700  0.318
H  -3.161065  0.053747  0.103312  0.042
H  -1.786532  3.432492  -1.578644  0.000
H  -2.104796  -5.338959  -3.666544  0.312
H  0.650701  1.342762  0.208149  -0.070
H  5.550053  -4.013389  -0.928585  0.224
H  -0.029244  -5.060188  0.130132  0.214
H  -1.212102  -1.312900  4.775919  0.301
H  0.140914  3.085104  4.947319  0.396
H  -4.457224  5.114522  -1.454400  0.319
H  4.720774  1.810177  1.618617  0.236
H  -1.245411  3.394007  3.042995  0.397
H  -4.452800  -3.217878  -0.205237  0.152
H  -0.403189  -6.424724  0.047018  0.307

Force components x, y, z for each atom (eV/Å):
0.9361 -0.3288 -2.5407
-3.6373 7.8409 2.3140
2.2303 -0.4714 2.2965
-0.2411 -0.8580 1.2573
-1.5153 -0.1599 -1.9788
-3.4596 -1.4262 0.9928
-1.2449 -1.0006 -3.0768
0.3530 -0.6372 1.3602
-0.9677 -0.7263 0.0124
-4.3968 0.6570 0.7715
2.0966 5.1951 -2.0481
-1.1250 4.1011 -1.0875
5.7125 -0.3793 -0.9229
2.6695 -2.9261 -0.4788
-2.1715 2.4588 -2.1600
-2.3973 -2.7489 0.1546
-0.3396 -6.0400 -0.8655
-0.6539 1.2701 1.0088
1.7598 2.1094 3.3902
1.4149 1.4885 1.7713
1.4972 1.7265 -0.0387
0.6300 -0.3529 -3.4089
1.3314 1.4508 1.2600
-0.5314 0.1287 1.0723
0.0432 0.9147 -0.3951
-0.8828 1.2005 -3.5446
-1.1514 0.3801 -0.6272
-0.7576 3.2399 -2.5010
0.0485 2.3271 -1.7240
1.2006 2.5975 -4.1445
0.1927 -0.1900 -0.4400
5.7473 2.2422 -0.6897
-0.7343 4.2278 -6.9758
-2.0129 -1.9992 -1.0644
-3.0906 -3.0694 -5.6072
-2.2637 2.1860 1.4667
1.9407 0.9764 -3.8857
0.0039 1.3979 -0.0103
1.5696 -1.0167 0.1361
-0.1090 -7.5392 0.1673
-2.8115 -1.4755 -0.9953
1.6974 1.5177 7.1082
-1.3081 -3.0144 5.1084
-2.5484 2.7164 1.9465
2.8163 1.0564 0.0496
0.1869 -1.6491 0.5456
0.1084 0.3851 -0.8251
2.7164 2.1271 0.0620
-1.3952 0.2973 -0.5491
0.7536 -0.9867 2.6713
-0.2525 0.2964 -0.0571
0.2316 -0.4977 0.1825
-1.8447 -0.3882 0.5195
0.3321 2.6495 -0.7185
1.9556 1.1653 -0.2998
0.2670 -1.7606 -0.4142
3.3567 -1.7397 0.2956
-0.8101 -0.2335 -0.0424
-2.5859 -1.1135 -0.4311
0.0838 -2.4724 0.0342
-3.9605 -2.7408 1.8916
-0.5617 -9.6844 2.4212
0.9074 1.9935 -1.1691
0.5696 -0.5247 1.1245
0.2212 1.2240 1.8921
2.5363 -0.6162 2.7963
0.8882 0.8356 -1.4704
-0.8868 -0.7744 1.0263
1.1569 -1.9304 2.4009
0.3872 1.1383 1.0920
-0.5718 -1.1274 0.5643
-2.7496 0.4015 -2.2293
1.0139 -1.9899 0.0896
0.2571 1.1346 -1.5733
0.2276 0.8166 -0.0189
-0.4143 -2.0094 2.2035
1.1091 -2.7665 -0.7269
-0.5499 2.0344 2.2344
-1.1084 -0.3599 2.7231
-3.1433 -1.4584 1.6427
-0.9114 -1.7469 0.5521
-0.3513 0.2449 2.6565
1.0264 -1.0464 0.5582
0.7566 0.8105 -0.7254
-0.5779 -0.2142 0.3787
0.9256 -0.1553 -0.5199
-0.0947 -0.3764 0.9938
1.5451 0.7691 -1.4997
2.6763 -0.7512 1.4275
-0.6705 0.3684 0.1267
-1.0826 -2.0093 0.2184
3.8949 6.5031 0.5938
-0.4180 -0.1864 1.1072
-3.5692 -0.5335 0.3398
0.3544 -1.5502 -0.4149
-1.5021 0.8953 -1.7708
-0.5413 0.4424 -0.7079
-1.2059 0.5798 0.1868
0.2070 -1.2379 0.4241
-2.0847 -3.8232 -3.9028
3.0474 -2.7162 1.7914
0.1018 1.1270 0.4117
0.3496 2.1898 2.6055
-1.0530 -2.4012 -0.4486
-0.8418 -0.6121 0.0249
0.8521 6.6415 -2.7736
0.6966 -0.8123 0.1712
-0.4486 0.9908 2.3104
-2.6119 1.7321 1.1113
-0.1450 0.2123 0.2080
1.5559 -0.0680 0.2094
4.1400 -2.4293 5.3184
1.9962 -2.1488 -0.5790
-0.2667 0.4098 -1.0582
1.6441 4.0674 -0.9718
0.0353 -2.2381 -1.2399
-0.1573 0.1431 0.2495
2.9047 1.3834 -5.3903
-4.7325 -0.3653 -2.0396
0.5843 -0.8108 -0.2545



This record from the Open Molecules 2025 dataset describes a cluster of 2 separate species, C5H6Cl3F3O2 in total. The level of theory is ωB97M-V/def2-TZVPD.

HOMO-LUMO gap in eV: 11.6
E in Ha: -2024.77262
Relative energy (zero: lowest compared OMol25 entry of this formula, charge and spin) in kcal per mole: 0.0

Each line ends with the Mulliken charge.
Atoms and positions in Å:
Cl  -2.622401  3.817658  -4.103975  -0.121
Cl  0.253009  3.589508  -4.136045  -0.110
Cl  -1.175521  4.793748  -6.421265  -0.115
F  1.378469  -3.182252  4.153475  -0.249
F  2.764549  -1.674322  3.424345  -0.219
F  2.903849  -3.791702  2.811815  -0.233
O  0.862249  -1.242322  1.643815  -0.285
O  0.620639  -3.499882  1.273865  -0.532
C  -1.360591  -0.416322  1.103225  -1.046
C  1.091629  -2.555542  1.894955  0.395
C  0.036119  -0.768472  0.558985  -0.224
C  -1.117011  4.572918  -4.664195  0.059
C  2.107939  -2.770112  3.112555  0.841
H  -1.072141  5.559938  -4.203885  0.287
H  0.005279  -1.571692  -0.177225  0.325
H  -1.255821  0.269958  1.943555  0.290
H  -1.936391  0.048088  0.302685  0.364
H  0.399399  0.152798  0.103585  0.276
H  -1.883251  -1.332002  1.379725  0.297

Force components x, y, z for each atom (eV/Å):
0.0279 0.0831 -0.0241
-0.0242 0.2757 -0.2054
0.2027 -0.0654 0.2685
-0.1130 0.3537 0.4998
0.4480 -0.0810 0.1043
0.6139 0.4838 -0.1287
1.0761 -0.3464 0.8969
1.0260 1.9720 1.4932
0.5312 -0.6854 -0.4519
-0.8633 -0.4743 -1.8607
-1.3881 -0.6707 0.1208
-0.4023 -0.0128 0.0745
-1.9377 -0.6130 -1.2474
0.1969 -0.2838 -0.1089
-0.1465 0.1688 -0.1310
-0.1583 -0.0847 -0.0240
0.0079 0.1467 0.0541
0.9388 -0.2962 0.3748
-0.0359 0.1300 0.2952



This record from the Open Molecules 2025 dataset describes a cluster of 2 separate species, C3H10NO2 in total. The level of theory is ωB97M-V/def2-TZVPD.

HOMO-LUMO gap in eV: 7.1
E in Ha: -325.50392
Total charge: -1
Relative energy (zero: lowest compared OMol25 entry of this formula, charge and spin) in kcal per mole: 31.9

Each line ends with the Mulliken charge.
Atoms and positions in Å:
O  1.122650  1.249299  0.525950  -0.960
O  2.343640  -1.029121  1.163950  -0.661
N  -1.102698  0.616541  -0.196158  -0.392
C  -1.871235  -1.311640  -1.455026  -0.993
C  -0.574292  -0.587328  -0.915892  -0.143
C  -0.173770  1.282009  0.841998  -0.525
H  0.024031  -0.356491  -1.734809  0.238
H  -0.755370  2.327451  0.936972  0.238
H  2.046573  -0.163168  0.994480  0.455
H  3.149244  -1.182480  0.668735  0.265
H  -0.157759  -1.243573  -0.056665  0.210
H  -0.386311  0.920871  1.852717  0.218
H  -2.541586  -1.593164  -0.640862  0.308
H  -1.430513  1.384070  -0.816677  0.254
H  -2.423047  -0.373922  -1.881208  0.189
H  -1.820919  -2.095051  -2.295260  0.298

Force components x, y, z for each atom (eV/Å):
-0.4832 0.4749 0.1678
1.2568 -3.3909 0.9588
0.1614 0.3571 0.2586
-0.6903 2.1765 -1.5326
-2.9158 -1.1142 3.5444
-0.4527 0.9988 -1.0201
1.7331 0.1539 -1.0669
1.1320 -0.8480 -0.4479
-1.3767 3.1402 -0.8788
-0.0591 0.2285 -0.0913
0.1528 1.1377 -1.8765
-0.1958 -0.9842 0.2358
0.3157 -0.3975 -0.0062
0.6193 -1.1296 0.2290
0.5198 -1.7967 0.1500
0.2827 0.9934 1.3760



Sequential lowest unoccupied orbital energy output: 0.935 -0.724 0.390 4.153 eV